1.
Entry from OMol25: a 5-piece molecular cluster, C5H22N2O5 overall (ωB97M-V/def2-TZVPD).

The geometry in XYZ format:
```
34
Properties=species:S:1:pos:R:3:forces:R:3:lowdin_charge:R:1
C 1.079325 2.188224 0.794515 -1.389 -0.382 -1.927 -0.21
O 2.337025 1.663029 1.053096 0.854 0.101 3.610 -0.06
C 0.247598 0.949096 0.221587 1.456 -0.099 1.200 -0.25
C -1.160987 1.208499 -0.248664 -1.792 2.153 1.290 -0.12
C -1.788412 0.133214 -1.093014 0.291 0.338 1.490 -0.27
C -2.047649 0.083415 -2.381505 1.756 2.241 0.793 0.15
N -2.113076 -1.060991 -0.219368 -0.563 -1.736 -1.701 0.25
N 1.105654 0.447352 -0.903916 3.774 2.995 0.571 0.18
H 1.247204 3.084834 0.151853 -0.443 -1.005 -0.721 0.15
H 0.448555 2.659091 1.505143 0.019 -0.051 1.954 0.12
H 2.501877 1.664273 2.061917 -0.161 -0.033 -2.475 0.17
H 0.334573 0.097113 1.027594 -0.347 1.998 -1.430 0.13
H -1.301211 2.228989 -0.629806 0.635 -0.397 -1.323 0.14
H -1.843053 1.518204 0.640763 1.144 -1.628 -0.870 0.15
H -1.671053 0.868887 -3.051990 -0.534 -0.163 0.470 0.12
H -2.517228 -0.707836 -2.812877 -1.299 -2.238 -1.248 0.06
H -1.375559 -1.362908 0.399943 0.730 0.574 0.417 0.14
H -2.224967 -1.924623 -0.821564 -0.396 1.160 0.626 0.20
H -2.926873 -0.951898 0.391943 -0.212 0.315 -0.032 0.17
H 1.948887 1.194906 -1.180559 -3.078 -2.089 0.555 0.26
H 1.717059 -0.316007 -0.578701 0.028 -0.367 0.068 0.06
H 0.590730 0.143685 -1.682218 -0.637 -0.565 -1.711 0.07
H 0.113958 -2.262635 -3.199743 1.161 0.276 0.338 0.08
H 1.656963 -2.035477 -2.724321 -1.538 0.084 -0.377 0.08
O 0.710018 -1.765203 -2.596121 0.385 -0.439 -0.085 -0.08
H 2.583850 -2.377439 -0.567031 0.800 1.470 0.736 0.10
H 3.786693 -1.526623 -0.006236 0.679 -0.089 0.164 0.08
O 2.868825 -1.469889 -0.250465 -1.320 -1.771 -0.862 -0.04
H -2.798133 1.076708 2.843195 -0.593 1.046 0.885 0.05
H -2.053164 -0.194800 3.242429 1.078 -1.208 2.656 0.01
O -2.419817 0.271999 2.550599 -0.549 0.001 -3.542 0.01
H 0.546090 -1.795638 2.457928 0.127 -0.943 0.431 0.05
H 1.562883 -0.828278 3.119151 0.331 -0.309 0.400 0.07
O 0.853405 -0.901275 2.486441 -0.396 0.759 -0.351 -0.03
```
Positions in Å, forces in eV/Å.

As for the total charge: +2. Its LUMO energy is -0.2325 Eh. The energy above the lowest of the compared OMol25 structures with the same formula, charge and spin is 2.027 eV. Its HOMO energy is -17.1 eV. The calculation puts the orbital gap at 0.394 hartree.



2.
Entry from OMol25: C4H9N2 as an isolated structure (ωB97M-V/def2-TZVPD).

The geometry in XYZ format:
```
15
Properties=species:S:1:pos:R:3:forces:R:3:lowdin_charge:R:1
C -1.651921 -1.507950 -0.040332 -1.433 2.396 0.249 -0.01
C 0.877146 0.190675 -1.167499 -1.156 -1.187 -1.265 -0.07
C 1.761203 -0.040714 -0.033780 0.137 2.515 0.370 -0.01
C -0.413223 1.180056 0.928064 -1.932 0.806 -3.569 0.01
N -0.493669 -1.478703 0.403087 2.704 1.772 -0.723 0.17
N 0.270808 0.130407 0.158016 -0.469 -2.352 1.681 -0.18
H -2.029804 -2.528113 -0.069343 -0.502 0.142 0.054 0.11
H -2.288224 -0.534223 -0.221470 1.063 -2.161 -0.223 0.14
H 0.801075 1.138467 -1.680008 0.235 0.124 0.054 0.13
H 0.596316 -0.696434 -1.769811 0.214 0.783 0.258 0.14
H 2.173820 -0.966830 0.209950 0.130 -1.607 0.145 0.11
H 2.460396 0.796822 0.214469 -1.184 -0.557 0.290 0.15
H -0.388571 1.047909 1.968931 0.764 -0.019 1.261 0.09
H -0.166099 2.169400 0.467302 0.305 -0.662 1.020 0.13
H -1.509250 1.099231 0.632425 1.124 0.009 0.398 0.09
```
Positions in Å, forces in eV/Å.

As for the total charge: +1. Its LUMO energy is -0.1658 Eh. The energy above the lowest of the compared OMol25 structures with the same formula, charge and spin is 4.765 eV. Its HOMO energy is -15.7 eV. The calculation puts the orbital gap at 0.412 hartree.



3.
Entry from OMol25: one molecule with the formula C6H8N2O2 (ωB97M-V/def2-TZVPD).

The geometry in XYZ format:
```
18
Properties=species:S:1:pos:R:3:forces:R:3:lowdin_charge:R:1
C 1.288032 -1.507887 -0.225836 -0.420 -1.269 -0.543 -0.09
C -0.106751 -1.623005 -0.104186 2.375 -0.860 -0.537 -0.13
C 1.865912 -0.277191 -0.423677 -5.559 0.603 -0.056 0.04
C -0.256395 0.685042 0.000842 5.370 -1.884 -1.536 -0.04
C -0.712151 2.045398 0.015528 -0.857 -0.185 -2.139 -0.05
C -2.239582 -0.558226 0.256389 -1.966 0.584 1.397 -0.02
N -0.849509 -0.442068 -0.098853 0.140 0.432 0.579 -0.18
N 3.041182 0.323937 -0.178007 -1.461 -0.998 1.204 -0.50
O 3.949897 -0.442031 0.060743 2.002 -0.361 -0.199 0.06
O 3.020249 1.519576 -0.103524 1.094 2.341 -0.067 0.06
H 1.973580 -2.421040 -0.356440 -1.310 1.319 0.549 0.15
H -0.622734 -2.565072 -0.075644 -0.196 0.056 -0.026 0.10
H 0.112951 2.717526 -0.230087 -0.330 -0.060 -0.203 0.09
H -1.600398 2.087154 -0.682263 0.904 0.652 0.545 0.11
H -1.035243 2.249674 0.982549 -0.741 0.724 1.895 0.07
H -2.184110 -1.049954 1.261730 -0.689 0.667 -0.676 0.12
H -2.798401 0.449584 0.283050 1.242 -1.525 0.185 0.12
H -2.846523 -1.191422 -0.382318 0.404 -0.235 -0.371 0.09
```
Positions in Å, forces in eV/Å.

Its LUMO energy is -0.0053 Eh. The energy above the lowest of the compared OMol25 structures with the same formula, charge and spin is 9.123 eV. Its HOMO energy is -7.6 eV. The calculation puts the orbital gap at 0.272 hartree.



4.
Entry from OMol25: a 2-piece molecular cluster, C5H7FN2 overall (ωB97M-V/def2-TZVPD).

The geometry in XYZ format:
```
15
Properties=species:S:1:pos:R:3:forces:R:3:lowdin_charge:R:1
C -1.632039 -0.442533 -0.041797 0.982 1.587 -0.145 -0.12
C -0.783446 0.905188 0.197540 1.723 -5.173 -2.612 -0.10
C 0.500624 0.504904 0.755132 2.415 -1.440 4.638 -0.37
C 1.417962 -0.702178 -0.919272 -1.818 -4.067 -0.839 -0.28
C 0.571788 1.287581 -0.441954 2.751 0.839 -2.914 -0.19
H -2.003864 -0.666801 0.987614 -0.373 0.151 -0.841 0.12
H -1.023423 -1.404985 -0.347979 -1.483 2.456 -0.084 0.13
H -1.161562 1.691401 0.645088 -2.677 3.451 2.094 0.08
H 0.957873 0.727991 1.750588 -0.918 0.698 -0.773 0.15
H 0.991545 -1.842876 1.366446 0.159 4.324 -4.434 0.32
H 1.492711 -1.878193 -1.395795 0.693 3.843 0.777 0.17
H 1.168880 2.281139 -0.513803 -2.251 -1.253 0.535 0.17
N 0.944821 -0.823534 0.407398 1.024 -2.754 2.250 -0.08
N 1.214574 0.428863 -1.526658 -0.435 -1.499 1.827 0.07
F -2.656443 -0.065965 -0.922543 0.207 -1.164 0.523 -0.07
```
Positions in Å, forces in eV/Å.

Its LUMO energy is -0.0025 Eh. The energy above the lowest of the compared OMol25 structures with the same formula, charge and spin is 5.940 eV. Its HOMO energy is -8.5 eV. The calculation puts the orbital gap at 0.311 hartree.